[1]
Computed, not measured: a structure of composition C28H33F5IrN5O3, with ωB97M-V with the def2-TZVPD basis set.

Geometry as XYZ:
```
75
Properties=species:S:1:pos:R:3:lowdin_charge:R:1
Ir -1.5828 -2.8317 0.4646 1.440
C -2.8304 0.2790 0.6066 -0.075
C -3.6908 -0.5652 1.5354 -0.216
N -2.9330 -1.6996 2.0863 -0.237
C -2.1434 -1.2525 3.2427 -0.226
C -0.9931 -2.1759 3.6141 -0.065
C -3.7907 -2.8427 2.4365 -0.167
C -4.5188 -3.4278 1.2230 -0.210
N -3.6412 -3.4946 0.0824 -0.068
C -4.0311 -4.1253 -1.0306 -0.165
C -3.1005 -4.2496 -2.1001 -0.127
F -1.8811 -3.6845 -1.9268 0.035
C -3.3799 -4.9227 -3.2714 -0.206
F -2.4494 -4.9987 -4.2170 0.126
C -4.6239 -5.5087 -3.4707 0.112
C -5.5723 -5.3853 -2.4680 -0.202
F -6.7748 -5.9246 -2.6358 0.131
C -5.3061 -4.7074 -1.2891 -0.119
F -6.2921 -4.5936 -0.3905 0.102
H -3.4317 1.0717 0.1751 0.089
H -2.4499 -0.3487 -0.2002 0.043
H -1.9890 0.7274 1.1310 0.072
H -4.5332 -0.9425 0.9609 0.115
H -4.0828 0.0497 2.3540 0.141
H -2.8049 -1.1282 4.1079 0.139
H -1.7284 -0.2764 2.9897 0.116
H -1.3287 -3.0986 4.0751 0.082
H -0.3464 -1.6648 4.3231 0.089
H -0.4043 -2.4211 2.7277 0.035
H -4.5325 -2.5620 3.1969 0.149
H -3.1450 -3.6160 2.8606 0.122
H -5.4119 -2.8366 0.9819 0.127
H -4.8757 -4.4272 1.4953 0.144
H -4.8522 -6.0501 -4.3742 0.149
C 4.6649 0.7385 2.2874 -0.048
C 4.8068 0.2068 0.8634 -0.172
N 3.5075 -0.1607 0.3206 -0.022
C 3.0897 -1.4208 0.5207 0.055
C 1.8377 -1.8819 0.2280 -0.011
C 1.5346 -3.3472 0.5811 -0.600
O 2.4787 -4.1031 0.5959 0.112
O 0.3328 -3.6098 0.8790 -0.152
C 0.8743 -1.0179 -0.3652 -0.290
O -0.3155 -1.2877 -0.6386 -0.098
C 1.3696 0.3245 -0.6468 -0.042
C 0.5027 1.2331 -1.2594 0.092
C 0.8873 2.5197 -1.5005 -0.178
F -0.0212 3.3273 -2.0849 0.070
C 2.1756 2.9827 -1.1688 -0.132
C 3.0241 2.0806 -0.5316 0.067
C 2.6632 0.7487 -0.2767 -0.109
N 2.5963 4.2907 -1.4044 -0.093
C 3.9180 4.5489 -1.9368 -0.119
C 4.5005 5.7762 -1.2130 -0.071
N 3.3833 6.6920 -0.8453 0.061
C 2.3183 6.6729 -1.8751 -0.082
C 1.6409 5.2963 -1.8517 -0.127
H 5.6404 1.0176 2.6748 0.086
H 4.2533 -0.0262 2.9412 0.085
H 4.0088 1.6048 2.3166 0.074
H 5.4341 -0.6843 0.8702 0.134
H 5.2840 0.9414 0.2155 0.116
H 3.7950 -2.1141 0.9614 0.160
H -0.4808 0.9072 -1.5589 0.139
H 3.9959 2.4362 -0.2318 0.105
H 3.8643 4.7372 -3.0186 0.143
H 4.5703 3.6902 -1.7929 0.129
H 5.1994 6.2998 -1.8662 0.144
H 5.0235 5.4830 -0.3006 0.141
H 3.7363 7.6414 -0.6982 0.196
H 2.9630 6.3612 0.0315 0.193
H 2.7708 6.8858 -2.8444 0.144
H 1.5796 7.4474 -1.6650 0.147
H 1.2438 5.0899 -2.8534 0.142
H 0.8000 5.3068 -1.1547 0.139
```

## Properties
* LUMO energy (alpha / beta): -6.6 / -6.6 eV
* net charge: +2
* relative energy (zero: lowest compared OMol25 entry of this formula, charge and spin): 69.88 kcal/mol



[2]
Computed, not measured: an isolated molecule of C28H33FN2O6, with ωB97M-V with the def2-TZVPD basis set.

Geometry as XYZ:
```
70
Properties=species:S:1:pos:R:3:lowdin_charge:R:1
C 4.1694 -1.4800 -4.2543 -0.091
C 4.3486 -0.2463 -3.3527 -0.220
C 3.6562 0.9674 -3.9278 -0.226
O 3.8026 2.1199 -3.1070 -0.136
C 2.5978 2.5760 -2.5242 -0.160
C 1.8451 1.5422 -1.7095 -0.131
C 0.5514 1.2094 -2.0998 0.060
C -0.1637 0.2580 -1.3843 -0.078
C 0.4309 -0.3573 -0.2928 -0.066
C 1.7096 -0.0215 0.1130 0.066
C 2.4365 0.9450 -0.5837 -0.166
C 3.7982 1.3164 -0.0720 -0.124
C 3.6864 2.4000 1.0425 -0.250
N 4.1758 1.9940 2.3663 -0.005
C -0.3642 -1.4003 0.4112 -0.262
O 0.1572 -2.4164 0.8032 0.143
C -1.8225 -1.1131 0.5092 -0.010
C -2.5796 -1.4414 1.6364 -0.089
C -2.0061 -2.0756 2.8702 -0.164
O -0.8639 -1.3759 3.3066 -0.131
C 0.1378 -2.1921 3.9066 -0.214
C 1.4630 -1.4293 3.8748 -0.217
C 2.1750 -1.4177 5.2445 -0.098
C -3.9367 -1.1466 1.6051 0.047
C -4.5675 -0.5481 0.5145 -0.133
C -6.0539 -0.2854 0.6189 -0.163
C -6.9253 -0.9375 -0.4808 -0.063
C -3.7980 -0.2328 -0.6121 -0.029
C -4.4178 0.3760 -1.8412 -0.398
O -4.8024 -0.3075 -2.7326 0.155
N -4.5144 1.8048 -1.9770 0.194
C -4.3061 2.5561 -0.8022 -0.547
O -5.1300 3.0060 -0.1157 0.208
F -3.0182 2.7571 -0.5377 0.140
C -2.4236 -0.5088 -0.6015 -0.003
C -1.5368 -0.1406 -1.7568 -0.273
O -1.9086 -0.1569 -2.9013 0.149
H 3.8346 -1.2197 -5.2547 0.070
H 5.1243 -1.9883 -4.3574 0.066
H 3.4989 -2.2010 -3.8026 0.069
H 3.9891 -0.4871 -2.3568 0.096
H 5.4067 -0.0127 -3.2766 0.110
H 4.1564 1.1945 -4.8712 0.126
H 2.6156 0.7585 -4.1786 0.126
H 1.9493 3.0034 -3.2910 0.125
H 2.8700 3.3960 -1.8600 0.131
H 0.0997 1.6728 -2.9633 0.128
H 2.1614 -0.4884 0.9741 0.119
H 4.2416 0.4231 0.3581 0.113
H 4.4253 1.7070 -0.8609 0.100
H 2.6510 2.7216 1.1339 0.106
H 4.2468 3.2848 0.7564 0.106
H 5.1572 2.2177 2.4408 0.060
H 4.0518 1.0023 2.5116 0.050
H -2.7599 -2.0541 3.6606 0.127
H -1.8026 -3.1282 2.6622 0.136
H -0.1327 -2.4650 4.9257 0.119
H 0.2499 -3.0832 3.2922 0.111
H 1.2853 -0.4077 3.5502 0.105
H 2.1239 -1.8899 3.1480 0.096
H 1.4557 -1.4499 6.0560 0.065
H 2.8493 -2.2653 5.3327 0.069
H 2.7711 -0.5148 5.3543 0.064
H -4.5366 -1.3969 2.4672 0.121
H -6.2222 0.7864 0.6158 0.100
H -6.3832 -0.6214 1.5946 0.103
H -7.6021 -1.6581 -0.0351 0.070
H -6.3512 -1.3980 -1.2711 0.062
H -7.5595 -0.1753 -0.9238 0.076
H -3.8675 2.1393 -2.6874 0.156
```

## Properties
* SMILES string: CCCOCc1cc2c(cc1CCN)C(=O)c1c(COCCC)cc(CC)c(C(=O)NC(=O)F)c1C2=O
* LUMO energy: -0.8 eV
* net charge: 0



[3]
Computed, not measured: a structure of composition C28H33FN8O4SSr, with ωB97M-V with the def2-TZVPD basis set.

Geometry as XYZ:
```
76
Properties=species:S:1:pos:R:3:lowdin_charge:R:1
Sr 0.4192 0.2768 0.4713 1.328
C 1.0686 0.0836 3.3485 -0.190
C 2.1985 -0.7272 2.6442 -0.121
C 3.2103 0.1413 1.9327 -0.311
C 4.2136 0.8029 2.6272 -0.015
C 5.0605 1.6486 1.9282 -0.048
C 4.8830 1.8063 0.5638 -0.040
C 3.8645 1.1000 -0.0525 -0.109
N 3.0498 0.2819 0.6137 0.014
N -0.2790 -0.2413 2.8809 -0.269
C -0.7504 -1.5717 3.2345 -0.110
C -0.3791 -2.6214 2.2079 -0.284
C 0.0541 -3.8820 2.5833 -0.019
C 0.3443 -4.8072 1.5890 -0.050
C 0.2038 -4.4353 0.2623 -0.045
C -0.2131 -3.1421 -0.0215 -0.109
N -0.5016 -2.2521 0.9300 0.042
C -1.2473 0.8079 3.2235 -0.139
C -2.4332 0.7657 2.2890 -0.271
C -3.7412 0.8286 2.7368 -0.012
C -4.7638 0.8070 1.7955 -0.055
C -4.4439 0.7191 0.4535 -0.054
C -3.1035 0.6657 0.0929 -0.123
N -2.1223 0.6901 0.9914 0.044
H 1.2054 1.1417 3.1105 0.078
H 1.1500 -0.0468 4.4373 0.131
H 1.8040 -1.4412 1.9189 0.086
H 2.7143 -1.3410 3.3842 0.124
H 4.3226 0.6607 3.6949 0.118
H 5.8471 2.1828 2.4455 0.110
H 5.5076 2.4705 -0.0157 0.112
H 3.6731 1.2051 -1.1137 0.119
H -1.8429 -1.5399 3.2669 0.137
H -0.4039 -1.8792 4.2307 0.132
H 0.1638 -4.1306 3.6306 0.115
H 0.6863 -5.8008 1.8485 0.111
H 0.4261 -5.1208 -0.5430 0.109
H -0.3065 -2.7909 -1.0442 0.104
H -0.7650 1.7737 3.0653 0.084
H -1.5644 0.7515 4.2735 0.136
H -3.9536 0.8974 3.7951 0.116
H -5.7969 0.8552 2.1154 0.109
H -5.2090 0.6975 -0.3098 0.109
H -2.8003 0.6199 -0.9465 0.106
F 0.8021 2.2693 1.3519 -0.607
N -0.0017 -0.1289 -3.2414 -0.121
C 0.1302 -0.0058 -2.0942 -0.454
C 0.2974 3.5236 5.9696 -0.110
C 0.9033 3.9354 4.6370 -0.293
S -0.2908 4.8351 3.6668 0.647
O -0.5470 6.1086 4.2953 -0.308
O -1.4172 3.9543 3.4302 -0.321
C 0.5812 5.0706 2.1435 -0.226
C -0.3282 5.6395 1.0517 -0.116
N -0.5736 4.6766 -0.0142 0.052
C -1.7521 4.0549 -0.2652 -0.326
N -1.6583 3.1904 -1.2611 0.139
C -0.3641 3.2205 -1.6706 -0.057
C 0.3237 4.1214 -0.9076 -0.173
N 1.7139 4.3907 -0.9218 -0.324
O 2.1398 5.2956 -0.2112 0.062
O 2.4101 3.7159 -1.6591 0.077
C -3.0025 4.3208 0.4967 0.006
H 1.0338 2.9783 6.5591 0.077
H -0.5700 2.8824 5.8152 0.067
H -0.0186 4.3980 6.5371 0.080
H 1.1963 3.0809 4.0251 0.076
H 1.7630 4.5951 4.7605 0.109
H 0.9333 4.0728 1.8566 0.065
H 1.4207 5.7286 2.3585 0.112
H 0.1238 6.5292 0.6256 0.129
H -1.3042 5.9148 1.4483 0.116
H 0.0142 2.5847 -2.4540 0.089
H -3.3242 5.3589 0.3915 0.090
H -2.8675 4.1098 1.5587 0.065
H -3.7797 3.6763 0.0938 0.077
```

## Properties
* LUMO energy: 0.1 eV
* net charge: 0
* relative energy (zero: lowest compared OMol25 entry of this formula, charge and spin): 7.68 kcal/mol



Summary of energy in Eh
-2189.28663, -1747.56302, -2354.59144
(order as listed above)